Here is C34H49AsF6N5O3 as an isolated structure from the OMol25 dataset. Energies are from ωB97M-V/def2-TZVPD.

Output
E_HOMO: -9.04 eV
net charge: +3
electronic energy: -126761.502 eV
LUMO level: -8.1 eV

CARTESIAN COORDINATES (ANGSTROEM)
C  -3.173226  8.138685  4.894332
N  -3.739006  6.839855  4.377772
C  -3.413076  6.344035  3.168942
C  -3.906876  5.044905  2.939632
C  -4.767696  4.335545  3.852272
C  -5.204656  5.005455  4.966972
C  -4.733676  6.231225  5.143472
C  -5.325746  2.967695  3.691792
C  -4.894536  1.930035  4.594382
C  -5.404246  0.621175  4.384222
N  -6.413116  0.397155  3.439302
C  -6.846656  1.429435  2.671552
C  -6.261066  2.711665  2.727272
C  -6.921276  -0.987365  3.065742
H  -4.002836  8.837335  4.786042
H  -2.377176  8.329495  4.174602
H  -2.822306  7.864985  5.889332
H  -2.809496  6.938245  2.498852
H  -3.845106  4.589425  1.962322
H  -5.853186  4.459925  5.636442
H  -4.947616  6.677015  6.103632
H  -4.207526  2.200505  5.382582
H  -5.241976  -0.190125  5.078382
H  -7.654826  1.160045  2.007722
H  -6.704346  3.294315  1.933282
H  -7.478126  -0.865905  2.136622
H  -7.428326  -1.309655  3.975202
H  -6.072786  -1.662205  2.952772
C  -5.209006  -3.835745  -6.479048
N  -3.914646  -4.124295  -7.065598
C  -2.990646  -4.801225  -6.368018
C  -1.705546  -4.946545  -6.850508
C  -1.340836  -4.325305  -8.014568
C  -2.304636  -3.746195  -8.828568
C  -3.559516  -3.548485  -8.266558
C  0.120574  -4.358985  -8.319658
C  1.143094  -3.888635  -7.462788
C  2.441254  -4.105345  -7.743098
N  2.845754  -4.570975  -8.890198
C  1.899634  -5.010575  -9.773788
C  0.536454  -4.873125  -9.515758
C  4.286794  -4.568955  -9.236578
H  -5.958036  -3.972995  -7.258938
H  -5.189416  -2.809355  -6.112658
H  -5.332696  -4.596615  -5.708418
H  -3.281946  -5.260795  -5.435108
H  -0.905916  -5.402395  -6.285538
H  -2.054506  -3.203855  -9.728418
H  -4.238776  -2.923485  -8.827258
H  0.959684  -3.482305  -6.479098
H  3.294324  -3.783835  -7.164058
H  2.320204  -5.589695  -10.582568
H  -0.180696  -5.311585  -10.193878
H  4.773454  -5.159985  -8.460728
H  4.666704  -3.555795  -9.105098
H  4.497364  -4.870575  -10.262618
C  6.598864  -0.973485  8.513922
C  6.864044  -0.887405  7.074762
C  5.672174  -0.343065  6.291622
C  6.034444  0.063675  4.817832
N  4.886804  0.195415  3.788792
C  5.578634  0.590575  2.458832
C  5.618894  -0.647265  1.640262
C  4.370504  -1.463755  2.112212
C  4.188164  -1.155645  3.588872
C  3.949304  1.292125  4.221102
H  5.549544  -1.151445  8.749182
H  6.934394  -0.033505  8.952052
H  7.281364  -1.569175  9.120092
H  7.141894  -1.904455  6.798182
H  7.792994  -0.327785  6.965242
H  5.207354  0.441955  6.888102
H  4.840124  -1.042435  6.373302
H  6.773894  -0.652635  4.459752
H  6.575094  1.009515  4.783492
H  5.039174  1.355935  1.900882
H  6.618604  0.854745  2.650592
H  5.649634  -0.461735  0.566602
H  6.469754  -1.315275  1.774022
H  3.462834  -1.056835  1.666512
H  4.408584  -2.525035  1.866582
H  3.188994  -1.066265  4.015222
H  4.719324  -1.823165  4.267392
H  3.806784  1.100535  5.284622
H  3.040374  1.214235  3.624542
H  4.501694  2.230365  4.169332
As  -2.205806  -0.170215  -2.167438
F  -0.512816  0.368375  -2.511948
F  -2.690266  -0.259035  -3.869498
F  -3.979506  -0.665575  -1.878238
F  -1.839006  -0.007995  -0.471118
F  -2.727036  1.526375  -2.117298
F  -1.635326  -1.939925  -2.138978
O  1.108074  5.548895  -1.840868
C  2.031504  6.401055  -1.769458
O  2.678204  6.243695  -0.758298
O  2.232494  7.246885  -2.689728
H  1.607274  5.053535  -1.187408

Atoms 1-3, force components in eV/Å:
-0.5 -1.6 -1.3
-1.8 -0.2 0.6
-1.2 -2.0 1.3

Want to see where the charge sits? The Mulliken charges in e are: atom 1 (C): -0.86, atom 2 (N): 0.01, atom 3 (C): -0.02, atom 4 (C): -0.74, atom 5 (C): 0.50, atom 6 (C): -0.39, atom 7 (C): -0.51, atom 8 (C): 0.60, atom 9 (C): -0.44, atom 10 (C): -0.49, atom 11 (N): 0.03, atom 12 (C): -0.10, atom 13 (C): -0.65, atom 14 (C): -0.82, atom 15 (H): 0.36, atom 16 (H): 0.29, atom 17 (H): 0.38, atom 18 (H): 0.49, atom 19 (H): 0.49, atom 20 (H): 0.54, atom 21 (H): 0.38, atom 22 (H): 0.53, atom 23 (H): 0.45, atom 24 (H): 0.41, atom 25 (H): 0.43, atom 26 (H): 0.26, atom 27 (H): 0.37, atom 28 (H): 0.37, atom 29 (C): -0.87, atom 30 (N): 0.07, atom 31 (C): -0.21, atom 32 (C): -0.60, atom 33 (C): 0.59, atom 34 (C): -0.56, atom 35 (C): -0.32, atom 36 (C): 0.64, atom 37 (C): -0.69, atom 38 (C): -0.09, atom 39 (N): -0.02, atom 40 (C): -0.29, atom 41 (C): -0.69, atom 42 (C): -0.86, atom 43 (H): 0.39, atom 44 (H): 0.37, atom 45 (H): 0.27, atom 46 (H): 0.40, atom 47 (H): 0.53, atom 48 (H): 0.46, atom 49 (H): 0.45, atom 50 (H): 0.56, atom 51 (H): 0.52, atom 52 (H): 0.42, atom 53 (H): 0.48, atom 54 (H): 0.37, atom 55 (H): 0.39, atom 56 (H): 0.30, atom 57 (C): -1.36, atom 58 (C): -0.59, atom 59 (C): -0.70, atom 60 (C): -1.12, atom 61 (N): 0.45, atom 62 (C): -0.38, atom 63 (C): -0.73, atom 64 (C): -0.60, atom 65 (C): -0.73, atom 66 (C): -1.07, atom 67 (H): 0.32, atom 68 (H): 0.32, atom 69 (H): 0.39, atom 70 (H): 0.37, atom 71 (H): 0.36, atom 72 (H): 0.53, atom 73 (H): 0.50, atom 74 (H): 0.42, atom 75 (H): 0.53, atom 76 (H): 0.48, atom 77 (H): 0.17, atom 78 (H): 0.42, atom 79 (H): 0.31, atom 80 (H): 0.32, atom 81 (H): 0.42, atom 82 (H): 0.45, atom 83 (H): 0.31, atom 84 (H): 0.38, atom 85 (H): 0.43, atom 86 (H): 0.39, atom 87 (As): 2.03, atom 88 (F): -0.49, atom 89 (F): -0.49, atom 90 (F): -0.55, atom 91 (F): -0.48, atom 92 (F): -0.48, atom 93 (F): -0.54, atom 94 (O): -0.47, atom 95 (C): 0.73, atom 96 (O): -0.74, atom 97 (O): -0.71, atom 98 (H): 0.32